A cluster of 2 separate species, C21H42B2NO3 in total at a distorted geometry, computed with ωB97M-V/def2-TZVPD.

Positions of all 69 atoms, in Å:
O -1.407 6.699 2.155
O -2.618 6.554 0.220
O 1.352 0.752 -0.532
N 0.421 -1.068 -2.815
C -1.295 2.997 1.231
C -3.183 -2.372 -0.649
C -2.573 -1.520 0.617
C -2.020 -4.744 0.179
C -2.653 0.104 0.471
C -1.905 7.187 0.981
C 0.678 -5.173 -0.265
C -1.637 2.463 -0.128
C -1.485 8.614 0.795
C 1.738 -3.895 -0.428
C 4.122 -1.759 -0.836
C 3.756 -2.931 -1.931
C 5.664 -1.918 -0.208
C -0.495 -4.730 0.810
C 3.110 -4.301 -1.254
C -1.522 0.621 -2.011
C 0.338 -0.065 1.799
C -0.342 8.738 1.770
C -2.091 -3.589 -0.981
C -0.901 -0.770 -2.599
C -0.710 7.740 2.837
B 0.091 0.501 0.250
B -1.439 0.813 -0.378
H 3.344 -1.650 0.033
H -1.690 -1.616 -2.901
H -1.985 3.193 -0.991
H -1.010 -3.085 -1.024
H 5.892 -0.989 0.473
H 0.423 -2.060 -3.201
H -2.277 -4.015 -2.078
H -0.205 9.751 2.157
H -2.319 9.269 1.060
H -1.357 2.305 2.176
H 2.980 -2.530 -2.725
H 3.924 -4.827 -0.588
H -0.900 4.108 1.400
H -0.650 -0.344 2.361
H -3.456 -1.730 -1.588
H 2.890 -5.035 -2.160
H 4.132 -0.725 -1.419
H 1.022 -1.035 1.830
H -2.628 0.806 -2.421
H -1.158 8.798 -0.231
H -3.253 -1.806 1.555
H 1.207 -2.969 -0.948
H -2.637 0.561 1.573
H 0.830 0.820 2.432
H 2.102 -3.572 0.658
H -4.163 -2.945 -0.279
H -0.878 1.507 -2.480
H 1.900 1.420 0.011
H -1.515 -1.962 0.848
H 0.195 -5.420 -1.317
H 0.174 7.328 3.332
H -3.671 0.504 -0.002
H -0.185 -3.653 1.198
H 4.779 -3.195 -2.481
H 0.592 8.433 1.283
H 1.317 -6.085 0.098
H -1.374 8.167 3.595
H -2.278 -5.783 -0.349
H 5.712 -2.931 0.418
H 6.388 -1.951 -1.146
H -2.752 -4.472 1.050
H -0.450 -5.527 1.686

Output
- E_LUMO: 2.4 eV
- Charge: -1
- Frontier orbital gap: 6.28 eV

natural (NBO) atomic charge list, values in e, 2 entries: -0.476, -0.542


A cluster of 3 separate species, C21H42Br2N6O4P2 in total at a distorted geometry, computed with ωB97M-V/def2-TZVPD.

Positions of all 77 atoms, in Å:
Br -6.286 0.443 0.031
Br -4.540 -3.773 -0.289
P 2.462 -3.292 -0.562
P 0.995 3.700 -0.779
O 1.587 2.474 -0.206
O -6.208 -1.390 2.913
O 2.198 -2.604 -1.845
O -1.305 -1.404 3.259
N 2.227 -2.055 0.596
N 3.679 -4.085 0.329
N 0.697 4.502 -2.248
N 1.226 -4.443 -0.415
N -0.671 3.523 -0.373
N 1.642 4.982 0.115
C -4.989 -2.011 0.253
C 0.941 -5.229 -1.610
C 4.731 -3.240 0.927
C -3.116 0.112 3.498
C 1.938 4.614 -3.051
C 0.973 -5.226 0.780
C 4.349 -5.120 -0.492
C 2.360 -0.690 0.090
C -0.350 3.938 -3.122
C -5.845 -1.325 -0.495
C -2.993 -1.539 1.597
C -1.089 2.148 -0.120
C 1.190 6.358 0.025
C -5.120 -0.956 2.618
C -1.340 4.450 0.521
C -4.440 0.121 3.396
C 1.161 -2.120 1.580
C -4.319 -1.518 1.468
C -6.502 -1.814 -1.748
C -2.363 -0.994 2.832
C 3.083 4.933 0.346
H 3.413 3.906 0.485
H 1.061 -4.622 -2.505
H -0.616 1.460 -0.819
H 1.124 -1.188 2.143
H 1.336 -2.897 2.324
H -0.824 4.570 1.481
H 1.559 6.875 -0.871
H 4.328 -2.653 1.746
H 1.596 -6.107 -1.699
H -1.466 5.428 0.056
H 1.756 5.235 -3.927
H -5.716 -2.064 -2.466
H 3.615 -5.817 -0.898
H -7.086 -2.716 -1.571
H 0.111 6.442 0.038
H 1.560 6.904 0.896
H 3.653 5.369 -0.485
H 5.199 -2.564 0.206
H 0.994 -4.626 1.680
H -0.844 1.810 0.896
H 0.177 -2.275 1.120
H -0.326 4.468 -4.075
H -2.170 2.070 -0.264
H 5.503 -3.891 1.339
H -2.577 0.875 4.041
H -2.351 4.090 0.721
H 2.308 3.640 -3.383
H 1.681 -6.056 0.909
H -1.333 4.091 -2.689
H 5.036 -5.696 0.128
H -5.035 0.891 3.868
H 4.911 -4.690 -1.327
H -0.093 -5.582 -1.586
H 3.333 5.487 1.253
H 3.177 -0.603 -0.623
H -7.102 -1.038 -2.210
H -2.365 -1.951 0.816
H 1.446 -0.342 -0.403
H 2.578 -0.014 0.919
H -0.213 2.870 -3.320
H -0.029 -5.655 0.710
H 2.725 5.096 -2.468

Output
- E_LUMO: -1.2 eV
- Charge: 0
- Frontier orbital gap: 6.87 eV

Löwdin atomic charge list, values in e, 2 entries: 0.837, 0.820